(1)
22
Properties=species:S:1:pos:R:3:forces:R:3 method="wB97M-V/def2-TZVPD" lumo_energy_ev=0.811 e_tot_ha=-892.8279 smiles="CCC(N)=S(=O)(O)O.C=N" orbital_gap_ev=8.72 e_homo_ev=-7.912
C -2.2510 0.4643 0.8457 0.31 -3.01 0.58
C -2.0056 -0.6415 -0.1159 0.08 -3.66 0.38
C -0.5267 -1.0168 -0.0197 0.27 0.24 -1.50
N -0.1269 -2.2703 0.0857 0.32 3.43 0.31
S 0.7545 0.2036 -1.1965 0.56 0.52 0.33
O 0.0378 -0.6482 -2.1380 -0.03 -0.42 -1.35
O 1.9828 0.8397 -2.2777 1.96 -0.80 4.79
O 1.9435 -0.6754 -0.4478 -2.52 -1.81 0.06
H -1.7782 0.2540 1.7443 1.11 -0.01 1.86
H -1.9453 1.3309 0.4527 1.18 3.38 -1.22
H -3.2387 0.4363 1.0489 -3.47 0.56 0.67
H -2.3151 -0.2031 -1.0652 0.60 -0.85 -0.43
H -2.6446 -1.6820 0.0686 1.09 2.65 -0.32
H 0.8176 -2.5125 -0.1573 0.30 0.05 0.36
H -0.8260 -2.9111 0.0777 -2.13 -2.93 -0.16
H 1.6427 0.9896 -3.0855 -2.05 0.69 -4.45
H 2.7616 -0.2705 -0.3667 2.41 1.59 -0.38
C 1.6656 1.4221 1.6809 2.15 -0.24 -0.89
N 0.9403 2.0297 0.8968 -3.59 0.47 -0.09
H 1.1589 0.6174 2.1895 0.50 -0.21 0.97
H 2.7686 1.5587 1.5779 -0.40 -0.51 0.93
H 1.1841 2.6850 0.2017 1.36 0.87 -0.43

(2)
18
Properties=species:S:1:pos:R:3:forces:R:3 method="wB97M-V/def2-TZVPD" lumo_energy_ev=-1.911 e_tot_ha=-812.3768 orbital_gap_ev=6.28 e_homo_ev=-8.187
C -2.6498 0.6689 0.2405 -4.27 2.04 -0.59
C -3.2407 -1.2752 -0.2826 2.36 1.36 1.67
C 0.6369 1.2944 -0.2286 -0.33 1.53 -0.64
C 1.2227 -0.8263 0.7234 -0.27 -0.32 0.71
C 2.8567 0.5531 -0.4866 3.85 -0.35 -3.96
N -3.7609 -0.1132 0.0725 -0.04 1.29 0.21
N -1.5795 0.0140 -0.0367 3.09 0.43 0.40
N -1.8932 -1.2579 -0.2463 0.04 -1.07 -1.22
N 1.5549 0.4133 0.0025 -2.78 -0.48 0.81
S 0.2922 2.7808 -0.6549 0.05 -1.98 0.55
H -2.9028 1.7608 0.3785 1.32 -1.27 0.03
H -3.7736 -2.1503 -0.2062 -1.09 -1.96 -0.57
H 1.8103 -0.9382 1.6236 0.79 0.19 -0.05
H 0.2195 -0.7927 1.1020 -0.58 0.32 -0.33
H 1.2876 -1.7135 0.1144 0.28 -0.04 -0.49
H 3.1329 -0.2654 -1.2914 -1.12 1.26 1.29
H 3.1526 1.5167 -1.0530 -1.15 -1.27 1.35
H 3.6342 0.3307 0.2289 -0.15 0.32 0.82